ORCA calculation (ωB97M-V/def2-TZVPD) on a molecular structure, Cl2H2O2P2.

The energy above the lowest of the compared OMol25 structures with the same formula, charge and spin is 41.7 kJ/mol. The largest force on an atom is 3.90 eV/Å. As for the spin multiplicity: 1. Its charge is 0. For the HOMO-LUMO gap, the calculation gives 10.85 eV.

Element x y z (Å)
O1 0.905 0.332 -1.656
O2 0.062 -0.502 0.545
P1 1.212 0.220 -0.244
P2 -1.411 -0.514 -0.347
Cl1 -2.159 1.321 0.218
Cl2 -2.441 -1.667 0.840
H1 2.497 -0.491 0.194
H2 1.335 1.301 0.450

These are the Löwdin partial charges, in e, on atoms 1 to 6:
1 O -0.4077
2 O -0.6506
3 P 0.4652
4 P 0.1291
5 Cl 0.1705
6 Cl 0.2629

ORCA calculation (ωB97M-V/def2-TZVPD) on a molecular structure, Cl2H2OSi.

The energy above the lowest of the compared OMol25 structures with the same formula, charge and spin is 367.0 kJ/mol. The largest force on an atom is 2.44 eV/Å. As for the spin multiplicity: 1. Its charge is 0. For the HOMO-LUMO gap, the calculation gives 10.81 eV.

Element x y z (Å)
O1 -0.223 -1.398 0.503
Si1 -0.546 -0.191 -0.558
Cl1 -0.896 -2.915 0.201
Cl2 0.018 -0.451 -2.462
H1 0.256 0.620 0.216
H2 -1.978 -0.165 -0.526

Charges in e, computed with Löwdin, in the same order as the atoms:
1 O -0.8480
2 Si 0.0266
3 Cl 0.5880
4 Cl 0.3138
5 H -0.0401
6 H -0.0402

ORCA calculation (ωB97M-V/def2-TZVPD) on 2 unconnected molecules or ions with the total composition Cl2H3N3.

The energy above the lowest of the compared OMol25 structures with the same formula, charge and spin is 54.1 kJ/mol. The largest force on an atom is 3.13 eV/Å. As for the spin multiplicity: 1. Its charge is 0. For the HOMO-LUMO gap (alpha / beta), the calculation gives 9.10 / 9.10 eV.

Element x y z (Å)
N1 -0.111 -0.327 -0.517
N2 1.111 -0.421 -0.012
N3 1.986 0.329 -0.515
Cl1 3.333 0.596 0.490
Cl2 -3.236 0.823 0.410
H1 -3.695 0.774 -0.869
H2 -0.675 -0.959 0.053
H3 1.288 -0.815 0.960

These are the Löwdin partial charges, in e, on atoms 1 to 6:
1 N 0.0332
2 N -0.2970
3 N -0.4603
4 Cl 0.5309
5 Cl 0.1935
6 H -0.1711

The records above yield calculated total energy values of -47752.023, -35002.479, -29559.990 eV, respectively.